240
Properties=species:S:1:pos:R:3:lowdin_charge:R:1 method="wB97M-V/def2-TZVPD" relative_energy_kcal_mol=0.0 total_charge=0 smiles=CC1(C)CCCC(C)(C)N1O.CC1(C)CCCC(C)(C)N1O.CC1(C)CCCC(C)(C)N1O.CC1(C)CCCC(C)(C)N1O.CC1(C)CCCC(C)(C)N1O.CC1(C)CCCC(C)(C)N1O.CC1(C)CCCC(C)(C)N1O.OCCO.OCCO.OCCO orbital_gap_ev=8.763 homo_ev=-8.4
C -23.0869 17.1595 -11.1614 -0.027
C -22.4879 18.3807 -11.9963 -0.440
C -23.6248 19.3898 -12.2937 -0.007
C -21.4459 18.9731 -11.0159 -0.128
C -20.4595 19.9337 -11.7165 -0.146
C -19.7900 19.1729 -12.8872 -0.128
C -20.7901 18.6332 -13.9292 -0.487
C -21.3663 19.7205 -14.8319 -0.027
C -20.0555 17.6163 -14.8246 -0.030
N -21.7977 17.7779 -13.1582 -0.078
O -22.7704 17.1915 -14.0756 -0.031
H -22.3573 16.4356 -10.8071 0.058
H -23.6177 17.4236 -10.2551 0.078
H -23.8274 16.6253 -11.7332 0.055
H -23.8320 19.4005 -13.3368 0.067
H -24.4543 19.0349 -11.7281 0.041
H -23.4165 20.3697 -11.9011 0.079
H -22.0324 19.4662 -10.2212 0.126
H -20.8942 18.1350 -10.5322 0.097
H -20.9191 20.8299 -12.1698 0.107
H -19.6931 20.3029 -11.0354 0.101
H -19.3507 18.2515 -12.4938 0.098
H -19.0395 19.7309 -13.4744 0.133
H -22.0312 19.2652 -15.5978 0.097
H -20.5983 20.2606 -15.3542 0.077
H -21.9238 20.4578 -14.2551 0.070
H -19.6113 16.8098 -14.2501 0.057
H -19.3379 18.1083 -15.4793 0.092
H -20.8310 17.2266 -15.4569 0.071
H -22.9353 16.3463 -13.6450 0.035
C -27.3403 14.0667 -8.6353 -0.002
C -26.4679 14.1100 -9.8973 -0.411
C -26.3915 15.5867 -10.4568 -0.020
C -24.9845 13.6509 -9.7190 -0.141
C -24.7556 12.1719 -9.5966 -0.181
C -25.3892 11.4885 -10.7522 -0.151
C -26.8306 11.7773 -11.0335 -0.491
C -27.1674 11.3314 -12.4754 -0.020
C -27.7746 11.1322 -10.0584 -0.033
N -27.0309 13.2989 -11.0737 -0.090
O -28.4106 13.5849 -11.2733 -0.050
H -27.8786 13.1394 -8.4326 0.073
H -26.6799 14.3000 -7.8161 0.084
H -28.0739 14.8468 -8.6955 0.044
H -26.0016 16.2885 -9.7205 0.089
H -25.8244 15.5277 -11.4281 0.073
H -27.3919 15.9280 -10.7663 0.056
H -24.4029 13.9251 -10.5939 0.105
H -24.5040 14.2705 -8.9759 0.095
H -23.7269 11.9244 -9.4013 0.094
H -25.2936 11.8908 -8.6610 0.125
H -25.3794 10.3877 -10.6534 0.143
H -24.8306 11.7072 -11.6678 0.103
H -27.3103 10.2593 -12.5369 0.085
H -26.4310 11.6164 -13.2415 0.064
H -28.1231 11.7504 -12.8020 0.085
H -28.7327 11.6084 -10.1614 0.080
H -27.4436 11.1696 -9.0323 0.071
H -27.9052 10.0709 -10.3178 0.095
H -28.4004 14.0684 -12.1224 0.052
C -23.5513 9.6289 -16.3404 -0.015
C -22.9664 10.6084 -15.2956 -0.532
C -23.4950 10.2978 -13.8931 -0.038
C -21.4682 10.5597 -15.1450 -0.148
C -20.6438 11.2144 -16.2805 -0.161
C -21.1415 12.5806 -16.4843 -0.160
C -22.6493 12.6435 -16.8227 -0.429
C -22.9886 14.1667 -16.7837 -0.040
C -23.0906 12.0185 -18.1729 -0.022
N -23.2741 12.0201 -15.5246 0.005
O -24.8218 12.1203 -15.6825 -0.073
H -23.5172 8.5746 -16.0142 0.091
H -24.6320 9.8307 -16.4426 0.089
H -23.0968 9.6540 -17.3160 0.052
H -23.1696 9.3155 -13.5356 0.094
H -23.1565 10.9842 -13.1183 0.060
H -24.5790 10.3205 -13.7999 0.067
H -21.1623 11.0480 -14.2141 0.083
H -21.2072 9.4914 -14.9839 0.136
H -19.5646 11.1113 -16.1083 0.100
H -20.9879 10.5379 -17.0395 0.093
H -20.6988 13.1509 -17.3165 0.128
H -20.9334 13.1468 -15.5820 0.107
H -24.0310 14.3247 -17.1600 0.089
H -22.4105 14.8353 -17.4203 0.080
H -22.8478 14.6094 -15.7946 0.062
H -24.1338 11.8000 -18.3202 0.083
H -22.3899 11.1923 -18.3921 0.069
H -22.7170 12.7244 -18.9224 0.085
H -24.8947 12.7429 -14.9134 0.051
C -17.9536 14.6802 -8.4186 -0.028
C -18.8012 15.1658 -7.2474 -0.465
C -17.9262 15.4100 -5.9761 -0.046
C -19.4549 16.5936 -7.4828 -0.134
C -20.6993 16.6258 -8.2783 -0.208
C -21.7194 15.6127 -7.8047 -0.133
C -21.1498 14.2352 -7.6257 -0.494
C -22.1685 13.4758 -6.7706 -0.043
C -20.8874 13.4863 -8.9542 -0.006
N -19.9121 14.2854 -6.8108 -0.079
O -19.3871 12.9666 -6.6429 -0.035
H -18.4338 14.8462 -9.3735 0.060
H -16.9977 15.2276 -8.3300 0.090
H -17.7455 13.6035 -8.3906 0.079
H -17.2825 16.2713 -6.0964 0.071
H -18.5246 15.6673 -5.0947 0.085
H -17.3217 14.5342 -5.7614 0.076
H -19.6324 17.1406 -6.5472 0.118
H -18.6156 17.2247 -7.8077 0.117
H -21.1876 17.5891 -8.2361 0.110
H -20.4775 16.4374 -9.3350 0.086
H -22.6376 15.6089 -8.4196 0.117
H -21.9209 16.0065 -6.8022 0.130
H -22.3319 13.7805 -5.7303 0.091
H -22.1153 12.3805 -6.6822 0.085
H -23.1603 13.5708 -7.2168 0.062
H -20.2389 12.6588 -8.6972 0.069
H -20.3458 14.0899 -9.6945 0.065
H -21.8237 13.1670 -9.4449 0.074
H -19.7604 12.5131 -5.8910 0.095
C -17.9418 10.3980 -13.1882 -0.021
C -18.2250 10.8618 -11.7857 -0.466
C -17.4019 12.1430 -11.4964 -0.024
C -19.6785 11.2704 -11.5080 -0.164
C -20.6302 10.1326 -11.4610 -0.169
C -20.0996 9.1316 -10.3743 -0.085
C -18.6264 8.6117 -10.5921 -0.515
C -18.1868 8.0350 -9.2580 -0.057
C -18.4643 7.5253 -11.6509 -0.032
N -17.7982 9.8173 -10.7599 -0.064
O -16.4373 9.4313 -11.0923 -0.053
H -16.9211 10.0195 -13.2822 0.091
H -18.6028 9.5683 -13.4584 0.073
H -18.1100 11.2452 -13.8509 0.073
H -17.7193 12.6507 -10.5675 0.068
H -16.3207 11.9636 -11.3998 0.083
H -17.4303 12.8709 -12.3558 0.075
H -19.7462 11.7764 -10.5450 0.095
H -20.0130 11.9466 -12.2959 0.087
H -21.6215 10.5343 -11.2798 0.100
H -20.6667 9.6328 -12.4264 0.088
H -20.7402 8.2549 -10.1834 0.121
H -20.0977 9.7290 -9.4637 0.109
H -18.0427 8.7650 -8.5063 0.069
H -17.2576 7.4737 -9.4109 0.086
H -18.9116 7.3185 -8.8159 0.097
H -19.0144 7.5429 -12.5710 0.065
H -18.7442 6.5699 -11.1983 0.085
H -17.4171 7.4353 -11.9048 0.078
H -15.9804 9.4945 -10.2332 0.112
C -16.9120 15.6257 -15.8949 -0.043
C -16.2864 14.2148 -16.0088 -0.488
C -15.7536 13.8369 -14.6221 -0.032
C -17.4181 13.3668 -16.5411 -0.154
C -16.9543 12.0229 -17.0756 -0.190
C -15.8010 12.1621 -18.0774 -0.128
C -14.6606 13.0631 -17.5815 -0.550
C -13.7750 12.3088 -16.6179 -0.025
C -13.8981 13.4854 -18.8858 -0.028
N -15.2131 14.2868 -17.0643 -0.061
O -14.1250 15.0734 -16.4944 -0.049
H -17.7995 15.5376 -15.1987 0.081
H -16.1713 16.3483 -15.4534 0.092
H -17.2499 16.0928 -16.8226 0.083
H -14.7474 14.2276 -14.3817 0.093
H -16.3651 14.3461 -13.8452 0.071
H -15.7529 12.7786 -14.3540 0.066
H -18.1478 13.1942 -15.7273 0.114
H -17.9578 13.8097 -17.3842 0.124
H -16.5652 11.4567 -16.2120 0.102
H -17.7217 11.4147 -17.5228 0.097
H -16.3082 12.6236 -18.9518 0.129
H -15.3852 11.1914 -18.2312 0.114
H -13.1654 11.5560 -17.0895 0.082
H -14.4176 11.8723 -15.8457 0.071
H -13.0870 13.0242 -16.1489 0.088
H -13.1120 14.2066 -18.6870 0.069
H -14.6761 13.9759 -19.4638 0.072
H -13.4962 12.6314 -19.4762 0.094
H -14.0252 15.8259 -17.1029 0.112
C -30.3203 16.7414 -9.2922 -0.028
C -30.0978 18.0724 -10.0377 -0.513
C -31.4148 18.5638 -10.6315 -0.025
C -29.4859 19.0075 -8.9767 -0.138
C -29.0867 20.3767 -9.5022 -0.196
C -28.1508 20.1538 -10.6289 -0.155
C -28.5338 19.1555 -11.6979 -0.509
C -29.4989 19.7716 -12.7013 -0.036
C -27.2447 18.7155 -12.4034 -0.039
N -29.0805 17.8963 -11.0816 -0.072
O -29.5696 17.1053 -12.1748 -0.051
H -31.2129 16.7859 -8.6662 0.085
H -30.5147 15.9446 -10.0237 0.085
H -29.4381 16.3888 -8.7527 0.063
H -32.2122 18.1520 -10.0254 0.075
H -31.6244 19.6198 -10.5576 0.069
H -31.5223 18.2010 -11.6562 0.085
H -30.3073 19.0124 -8.2375 0.131
H -28.6036 18.5534 -8.5196 0.120
H -30.0405 20.8893 -9.7645 0.114
H -28.7291 20.9767 -8.6893 0.106
H -27.2758 19.7181 -10.0890 0.131
H -27.7889 21.0769 -11.1072 0.135
H -30.3261 20.3272 -12.2542 0.074
H -29.9811 19.0920 -13.4375 0.092
H -28.8791 20.4007 -13.3582 0.089
H -26.6384 19.5364 -12.8563 0.093
H -27.5803 18.0061 -13.1749 0.079
H -26.5248 18.2417 -11.6795 0.077
H -29.2040 16.2329 -12.0352 0.055
O -22.6375 14.6162 -13.3635 -0.078
C -21.7112 13.7512 -12.7595 -0.225
C -20.4021 14.4785 -12.5989 -0.219
O -20.4709 15.6808 -11.8301 -0.089
H -23.4713 14.2226 -13.5713 0.042
H -22.0962 13.3657 -11.7786 0.124
H -21.5801 12.9108 -13.4579 0.088
H -20.0885 14.6657 -13.6436 0.119
H -19.6670 13.8237 -12.1659 0.079
H -20.7489 16.3992 -12.4388 0.035
O -28.4399 14.7917 -13.8446 -0.075
C -27.4977 14.6147 -14.8590 -0.218
C -26.1509 15.0293 -14.3216 -0.199
O -25.5228 14.0497 -13.4946 -0.120
H -29.3592 14.6365 -14.0867 0.120
H -27.4983 13.5831 -15.2674 0.137
H -27.6974 15.3327 -15.6739 0.133
H -26.3300 15.8863 -13.6570 0.115
H -25.4716 15.2798 -15.1126 0.115
H -26.2401 13.7069 -12.9066 0.061
O -16.5397 19.2551 -10.7527 -0.073
C -16.1737 17.8950 -10.8613 -0.247
C -16.0389 17.5727 -12.3550 -0.230
O -15.2934 18.5628 -13.0656 -0.061
H -16.2647 19.4899 -9.8466 0.102
H -15.2272 17.7070 -10.3515 0.118
H -16.9201 17.2126 -10.4046 0.114
H -17.0386 17.5310 -12.7799 0.096
H -15.5517 16.6029 -12.4290 0.114
H -15.4489 19.4162 -12.6718 0.062